1.
ORCA calculation (ωB97M-V with the def2-TZVPD basis set) on a gas-phase ion, C14H21IN2O7PS2 (charge +1).

The geometry in ORCA input format:
```
! wB97M-V def2-TZVPD RIJCOSX def2/J DEFGRID3
* xyz 1 1
C -0.4459 3.4669 -1.2674
C 0.5014 2.6646 -0.3546
C -0.0009 1.3565 0.2716
C -1.1560 1.4149 1.3184
C -2.3211 2.3710 1.0541
C -3.3760 1.9426 0.0598
N -3.9677 0.7135 0.2691
O -3.7509 2.6864 -0.8232
S 1.4800 0.8782 1.3791
C 1.0900 -0.7638 1.2792
C 1.6411 -1.7093 2.2862
C 3.1659 -1.6826 2.2162
O 3.8268 -1.2132 3.0650
O 3.6790 -2.3089 1.1048
C 3.9791 -1.4709 0.0163
C 3.5680 -2.0276 -1.3039
O 4.5199 -0.4283 0.1784
N 0.3422 -1.0717 0.2518
C -0.0919 -2.4472 0.0101
C -1.1194 -2.8597 1.0510
O -1.9682 -2.1286 1.4440
I -0.9396 -4.8532 1.8012
C 0.0862 0.0932 -0.6246
P -1.0352 -0.2680 -2.0593
O -1.6966 1.0595 -2.5816
O -2.2663 -1.1136 -1.5230
S -0.0080 -1.2243 -3.3931
H -1.4537 3.0828 -1.3316
H -0.5373 4.4810 -0.8852
H -0.0147 3.5726 -2.2610
H 0.8894 3.2868 0.4499
H 1.3774 2.3912 -0.9455
H -1.5333 0.3995 1.4437
H -0.7149 1.6838 2.2734
H -1.9861 3.3698 0.8026
H -2.8614 2.4711 1.9984
H -3.3819 -0.0187 0.6427
H -4.4390 0.4171 -0.5755
H 1.2775 -2.7266 2.1718
H 1.3837 -1.3393 3.2752
H 3.6119 -1.2325 -2.0394
H 4.2523 -2.8235 -1.5909
H 2.5625 -2.4373 -1.2643
H 0.7637 -3.1165 0.0549
H -0.5117 -2.5623 -0.9813
H 1.0368 0.2136 -1.1580
H -1.0287 1.6153 -3.0153
H -2.4280 -1.8043 -2.1898
*
```

2.
ORCA calculation (ωB97M-V with the def2-TZVPD basis set) on a molecular structure, C14H21N2O2PbSbSe4.

The geometry in ORCA input format:
```
! wB97M-V def2-TZVPD RIJCOSX def2/J DEFGRID3
* xyz -2 1
Pb 0.9366 -0.2297 -0.2376
C 0.6471 1.5418 1.8910
C 0.8921 2.4026 0.7890
C -0.1872 2.2889 -0.1147
C -1.1036 1.3401 0.4132
C -0.5862 0.8860 1.6680
C -1.3191 0.0557 2.6812
C -2.4988 1.1087 -0.0901
C -0.4146 3.0944 -1.3607
C 2.0352 3.3705 0.6809
C 1.4413 1.4918 3.1632
H -1.8422 0.6933 3.4030
H -0.6361 -0.5866 3.2414
H -2.0707 -0.5780 2.2061
H -3.1790 1.8689 0.3102
H -2.8793 0.1317 0.2164
H -2.5419 1.1533 -1.1793
H -0.9972 3.9961 -1.1406
H -0.9651 2.5184 -2.1071
H 0.5256 3.4104 -1.8148
H 1.8443 4.2700 1.2765
H 2.1857 3.6856 -0.3521
H 2.9700 2.9313 1.0365
H 0.9869 2.1349 3.9257
H 2.4633 1.8375 3.0047
H 1.4881 0.4763 3.5615
N -0.7359 -2.1685 -0.4628
C -0.2135 -3.4989 -0.1024
C 0.2438 -3.5830 1.3478
C 1.6287 -2.9578 1.6555
O 2.2245 -3.4003 2.6413
O 2.0443 -2.0322 0.8775
H -1.5532 -1.9463 0.0982
H -1.0364 -2.1797 -1.4380
H 0.6284 -3.7116 -0.7551
H -0.9756 -4.2625 -0.2913
H 0.3154 -4.6300 1.6416
H -0.4900 -3.1101 2.0119
Se -2.1319 0.1024 -3.8969
Sb -0.3088 -0.3843 -5.4373
Se 1.7022 -0.8181 -3.1533
Se 0.7492 1.4957 -6.5598
Se -0.4643 -2.3775 -6.7958
N 0.3132 -3.4244 -3.2457
C 0.8649 -2.4069 -3.2069
*
```

The energy above the lowest of the compared OMol25 structures with the same formula, charge and spin is 21.2 kcal/mol.

3.
ORCA calculation (ωB97M-V with the def2-TZVPD basis set) on 2 unconnected molecules or ions with the total composition C14H21N2O6.

The geometry in ORCA input format:
```
! wB97M-V def2-TZVPD RIJCOSX def2/J DEFGRID3
* xyz -1 1
C 2.3052 2.4040 -4.2724
C 2.6146 2.0908 -2.8380
O 2.3124 0.6951 -2.6013
C 2.3611 0.4219 -1.2849
N 2.2039 -0.9962 -1.1214
N 2.3647 -1.4669 0.0279
C 1.2685 -2.3097 0.4651
O 0.2020 -2.4784 -0.0873
O 1.6520 -2.8257 1.6422
C 0.7733 -3.8865 2.1144
C 1.5400 -4.5802 3.2110
O 2.4635 1.2344 -0.3840
H 2.8203 3.3265 -4.5401
H 2.6225 1.6221 -4.9684
H 1.2350 2.5877 -4.3955
H 3.6770 2.2721 -2.6192
H 2.0150 2.7095 -2.1638
H -0.1682 -3.4564 2.4833
H 0.5488 -4.5787 1.2926
H 1.0176 -5.4802 3.5355
H 2.5332 -4.8725 2.8509
H 1.6517 -3.9290 4.0841
C 2.5152 -6.2055 -5.6744
C 2.4437 -5.1739 -4.5489
C 1.8565 -5.8274 -3.2970
C 3.8489 -4.6255 -4.2388
C 3.8146 -3.5317 -3.1565
O 4.7633 -3.3696 -2.3794
C 2.6383 -2.7141 -3.1076
C 1.4976 -2.8628 -3.9603
O 0.5086 -2.1278 -3.9092
C 1.5656 -3.9957 -5.0026
H 2.9414 -5.7573 -6.5791
H 3.1358 -7.0587 -5.3775
H 1.5089 -6.5726 -5.9069
H 1.8148 -5.1378 -2.4475
H 0.8420 -6.1857 -3.5087
H 2.4705 -6.6913 -3.0139
H 4.5053 -5.4471 -3.9202
H 4.2456 -4.1859 -5.1692
H 2.6268 -1.8677 -2.4135
H 2.0180 -3.5872 -5.9225
H 0.5517 -4.3553 -5.2294
*
```

4.
ORCA calculation (ωB97M-V with the def2-TZVPD basis set) on a molecular structure, C14H21N3O3.

The geometry in ORCA input format:
```
! wB97M-V def2-TZVPD RIJCOSX def2/J DEFGRID3
* xyz 0 1
C -5.1044 -1.9014 -0.1491
H -5.3119 -2.4158 -1.1482
H -4.8297 -2.5611 0.5084
H -5.9075 -1.2812 0.0625
C -3.8618 -1.2688 -0.6400
C -4.1693 -0.1384 -1.5295
H -3.2847 0.3624 -1.6289
H -4.8935 0.6867 -1.3950
H -4.4985 -0.5087 -2.5922
C -3.4103 -0.4640 0.8078
H -4.2520 0.5179 1.1557
H -3.4117 -1.0677 1.5013
O -2.1661 0.0495 0.5411
C -2.1589 1.6409 0.6796
O -3.1188 2.2744 0.7015
N -0.9608 2.0007 0.5164
C -0.4824 3.1890 0.4241
C 0.7741 3.3233 0.1681
C 1.2915 2.1170 -0.1188
N 0.1165 1.2723 0.2478
C 2.5188 1.5918 -0.5004
O 3.2615 2.5521 -0.5637
N 2.8733 0.3985 -0.3348
C 1.9172 -0.7410 0.1479
H 1.2811 -0.8232 -1.0900
C 2.8502 -2.0284 0.3284
C 3.9782 -1.8461 1.1914
C 4.9805 -0.6478 0.3377
C 4.1322 -0.1541 -0.6752
H 4.1666 -0.8321 -1.5741
H 4.7558 0.8918 -1.1505
H 5.3783 -0.0864 0.8841
H 5.7677 -1.3913 -0.0270
H 4.4483 -2.6783 1.5526
H 3.5759 -1.1554 2.0550
H 2.1504 -2.5241 0.9233
H 3.1335 -2.5665 -0.7293
H 1.3811 -0.4539 1.0973
H 1.4468 4.2611 -0.0010
H -1.3533 4.2486 0.6570
H -3.0036 -1.8428 -0.6414
*
```

The energy above the lowest of the compared OMol25 structures with the same formula, charge and spin is 370.1 kcal/mol.

no.,HOMO energy (Eh),total energy (Eh)
1,-0.46361,-2617.5393
2,-0.07533,-10845.0549
3,-0.12394,-1106.9814
4,-0.33177,-935.5506